Computed, not measured: C25H24N9NaO3S2 as an isolated structure in a non-equilibrium geometry, with ωB97M-V with the def2-TZVPD basis set.

Summary:
* energy relative to the best compared isomer or geometry (same formula, charge and spin): 15.3 kcal/mol
* HOMO energy: -6.974 eV
* maximum force: 2.259 eV/Å
* net charge: 0
* orbital gap: 7.31 eV

Geometry (Å):
Na -0.202 -1.112 -3.268
C 4.559 -0.093 -1.530
N 3.556 -1.070 -1.914
C 2.796 -1.116 -3.010
N 2.006 -2.176 -2.974
C 2.341 -2.756 -1.785
N 3.269 -2.121 -1.108
C 4.019 1.161 -0.879
C 4.808 2.304 -0.906
C 4.399 3.461 -0.260
C 3.191 3.487 0.412
C 2.388 2.350 0.424
C 2.796 1.188 -0.224
C 1.114 2.411 1.143
N 0.697 3.337 1.936
N -0.562 2.936 2.381
C -0.800 1.804 1.818
O 0.217 1.408 1.017
C -2.009 0.976 1.916
C -2.614 0.797 3.157
C -3.804 0.094 3.241
C -4.402 -0.396 2.088
C -3.812 -0.204 0.846
C -4.576 -0.600 -0.400
N -3.839 -1.430 -1.336
C -3.045 -1.052 -2.336
N -2.521 -2.109 -2.932
C -3.072 -3.143 -2.233
N -3.874 -2.779 -1.259
C -2.591 0.459 0.762
H 5.137 0.171 -2.414
H 5.224 -0.612 -0.841
H 2.826 -0.371 -3.791
H 1.878 -3.657 -1.418
H 5.756 2.289 -1.435
H 5.022 4.346 -0.289
H 2.847 4.379 0.921
H 2.141 0.324 -0.244
H -2.154 1.225 4.039
H -4.274 -0.060 4.203
H -5.345 -0.927 2.155
H -4.876 0.300 -0.937
H -5.474 -1.151 -0.133
H -2.857 -0.018 -2.597
H -2.859 -4.179 -2.441
H -2.093 0.621 -0.192
S -0.612 -2.583 -0.162
C -0.191 -2.624 1.427
N 0.388 -1.629 2.109
C 0.394 -1.723 3.559
C 0.438 -3.215 3.857
S -0.509 -3.977 2.500
H 0.511 -0.749 1.630
H -0.510 -1.270 3.975
H 1.264 -1.209 3.968
H -0.024 -3.461 4.809
H 1.456 -3.599 3.834
C -0.826 3.167 -2.748
O -0.663 2.133 -1.765
C -0.049 0.922 -2.105
O 0.221 0.797 -3.314
H -1.855 3.524 -2.696
H -0.608 2.803 -3.748
H -0.156 3.994 -2.510

Forces on atoms 1 to 2 (eV/Å):
Na -0.36 -2.23 0.11
C -0.10 -0.01 0.00


Computed, not measured: one molecule with the formula C5H3Cl2F3O2S in a non-equilibrium geometry, with ωB97M-V with the def2-TZVPD basis set.

Summary:
* energy relative to the best compared isomer or geometry (same formula, charge and spin): 31.8 kcal/mol
* HOMO energy: -9.013 eV
* SMILES: O=S(=O)([C@H]1[C@]2(Cl)C[C@]12Cl)C(F)(F)F
* maximum force: 5.407 eV/Å
* net charge: 0
* orbital gap: 9.05 eV

Geometry (Å):
O -1.263 -2.701 -2.199
S -0.456 -1.995 -1.212
O -0.065 -2.619 0.009
C -0.999 0.048 -0.938
C -1.029 0.506 0.421
Cl -2.340 1.473 0.900
C 0.391 0.518 0.901
C 0.199 0.835 -0.614
Cl 0.883 2.296 -1.102
C 1.322 -1.992 -2.170
F 2.205 -1.345 -1.457
F 1.738 -3.260 -2.253
F 1.209 -1.416 -3.375
H -1.599 0.210 -1.745
H 0.619 1.385 1.636
H 0.703 -0.494 1.153

Forces on atoms 1 to 2 (eV/Å):
O -0.03 0.75 0.97
S 0.93 -0.05 -3.13


Computed, not measured: C27H18BrN6O5Rh as an isolated structure in a non-equilibrium geometry, with ωB97M-V with the def2-TZVPD basis set.

Summary:
* energy relative to the best compared isomer or geometry (same formula, charge and spin): 0.0 kcal/mol
* HOMO energy (spin up / spin down): -7.554 / -8.625 eV
* spin multiplicity: 5
* maximum force: 2.615 eV/Å
* net charge: 0
* orbital gap (spin up / spin down): 6.94 / 6.63 eV

Geometry (Å):
Rh 1.338 -0.413 -0.284
O 1.382 -1.770 3.769
C 1.447 -1.159 2.727
O 0.639 -1.244 1.778
C 2.709 -0.391 2.483
C 3.679 -0.149 3.482
C 4.857 0.511 3.114
C 5.047 0.862 1.781
C 4.036 0.629 0.851
N 2.890 0.004 1.220
C 4.087 0.955 -0.622
O 5.096 1.463 -1.072
O 3.033 0.655 -1.252
H 3.458 -0.508 4.455
H 5.611 0.702 3.862
H 5.932 1.373 1.366
Br -7.735 0.175 2.994
C -6.485 1.000 1.846
C -6.282 0.521 0.543
C -5.575 1.292 -0.382
C -5.077 2.544 0.044
C -5.247 2.999 1.347
C -5.897 2.200 2.274
N -4.404 3.386 -0.825
N -4.079 2.835 -1.936
C -2.905 2.155 -1.941
C -2.922 0.992 -2.724
C -1.910 0.041 -2.729
C -0.858 0.098 -1.827
O 0.081 -0.824 -1.734
C -0.765 1.246 -1.016
N 0.253 1.306 -0.126
C 0.425 2.386 0.645
C -0.377 3.507 0.569
C -1.556 3.404 -0.190
C -1.755 2.292 -1.050
H -6.743 -0.393 0.156
H -5.451 0.927 -1.400
H -4.811 3.960 1.666
H -6.014 2.549 3.246
H -3.815 0.884 -3.351
H -1.972 -0.737 -3.497
H 1.262 2.287 1.304
H -0.264 4.404 1.177
H -2.190 4.245 -0.314
N 3.685 -5.876 -2.320
C 3.177 -4.702 -1.817
C 2.432 -4.687 -0.603
C 1.937 -3.468 -0.166
N 2.174 -2.270 -0.751
C 2.895 -2.333 -1.891
C 3.432 -3.478 -2.452
H 3.316 -6.738 -2.027
H 4.082 -5.830 -3.270
H 2.279 -5.577 -0.026
H 1.367 -3.403 0.698
H 3.061 -1.423 -2.429
H 3.988 -3.420 -3.374

Forces on atoms 1 to 2 (eV/Å):
Rh 0.73 -0.90 0.75
O -0.19 -0.37 1.51